1.
Density functional theory data (ωB97M-V/def2-TZVPD) for C26H20Cl2N3O6Pb as an isolated structure.

Each line ends with the Löwdin charge.
Geometry (Å):
Pb (-0.52, -1.05, -0.51)  1.596
C (2.38, -0.71, -3.00)  0.001
O (2.28, -0.49, -1.57)  -0.126
C (3.19, 0.25, -0.96)  -0.200
C (4.23, 0.92, -1.60)  0.021
C (5.11, 1.68, -0.86)  -0.004
C (5.00, 1.82, 0.53)  -0.044
C (4.00, 1.18, 1.19)  0.027
C (3.08, 0.38, 0.46)  -0.159
N (2.05, -0.29, 1.03)  0.146
N (1.88, -0.36, 2.25)  0.172
C (0.93, -0.05, 3.04)  -0.068
C (-0.07, 0.93, 2.43)  -0.312
O (0.13, 1.31, 1.29)  0.056
C (-1.17, 1.34, 3.28)  0.018
C (-1.26, 0.86, 4.53)  0.038
C (-0.31, -0.07, 5.13)  -0.170
C (-0.49, -0.52, 6.43)  -0.008
C (0.41, -1.40, 7.00)  -0.042
C (1.51, -1.84, 6.28)  -0.053
C (1.70, -1.41, 4.98)  -0.016
C (0.80, -0.53, 4.40)  -0.135
H (2.31, 0.23, -3.53)  0.111
H (3.31, -1.22, -3.23)  0.113
H (1.53, -1.35, -3.25)  0.089
H (4.36, 0.84, -2.67)  0.120
H (5.92, 2.19, -1.38)  0.127
H (5.72, 2.43, 1.07)  0.120
H (3.89, 1.24, 2.26)  0.127
H (-1.90, 2.02, 2.87)  0.133
H (-2.10, 1.17, 5.15)  0.136
H (-1.35, -0.17, 7.00)  0.126
H (0.26, -1.75, 8.02)  0.119
H (2.21, -2.53, 6.73)  0.118
H (2.56, -1.75, 4.41)  0.124
N (-0.77, 1.14, -1.69)  -0.055
C (-1.46, 0.85, -2.97)  -0.142
C (-1.05, -0.53, -3.52)  -0.676
O (-0.77, -0.64, -4.70)  0.067
O (-1.03, -1.48, -2.64)  -0.268
H (-1.36, 1.71, -1.08)  0.080
H (0.08, 1.66, -1.85)  0.096
H (-1.25, 1.61, -3.72)  0.123
H (-2.53, 0.82, -2.79)  0.125
Cl (-6.24, -2.00, 4.81)  0.684
C (-4.78, -1.88, 3.89)  -0.671
C (-3.63, -2.56, 4.35)  -0.106
C (-2.45, -2.47, 3.67)  -0.562
Cl (-1.07, -3.36, 4.21)  0.768
C (-2.31, -1.69, 2.47)  -0.402
O (-1.18, -1.55, 1.90)  -0.241
C (-3.52, -1.08, 2.00)  -0.128
C (-3.59, -0.36, 0.76)  -0.158
O (-2.70, -0.17, -0.09)  -0.146
C (-4.72, -1.18, 2.73)  -0.061
H (-3.69, -3.16, 5.25)  0.113
H (-4.58, 0.07, 0.54)  0.140
H (-5.61, -0.69, 2.35)  0.119

- 2S+1 = 1
- energy above the lowest of the compared OMol25 structures with the same formula, charge and spin (kcal/mol) = 6.0
- Kohn-Sham gap (Ha) = 0.175
- largest force on an atom (eV/A) = 0.23
- highest occupied orbital energy (eV) = -10.36
- E (Ha) = -2731.483603
- E_LUMO (eV) = -5.6
- charge = +1

2.
Density functional theory data (ωB97M-V/def2-TZVPD) for C31H28MoN11O5SSe as an isolated structure in a non-equilibrium geometry.

Each line ends with the Löwdin charge.
Geometry (Å):
Mo (-0.42, -0.64, -0.19)  1.923
O (2.58, -3.73, 0.79)  0.223
C (1.71, -2.91, 0.29)  -0.430
O (1.00, -2.15, 0.96)  -0.021
C (1.54, -2.89, -1.17)  -0.181
C (2.19, -3.69, -2.11)  0.075
C (1.80, -3.59, -3.44)  0.043
C (0.72, -2.78, -3.77)  0.086
C (0.12, -2.03, -2.77)  -0.140
N (0.57, -2.03, -1.51)  -0.026
C (-1.22, -1.31, -2.82)  -0.558
O (-1.70, -0.80, -3.79)  0.178
O (-1.74, -1.36, -1.62)  -0.207
H (2.61, -3.77, 1.76)  0.175
H (2.96, -4.37, -1.79)  0.144
H (2.29, -4.19, -4.20)  0.140
H (0.31, -2.75, -4.77)  0.148
N (-1.30, -3.99, -0.41)  0.205
C (-1.78, -3.44, 0.72)  -0.403
N (-2.32, -4.25, 1.60)  0.204
C (-2.93, -3.73, 2.67)  -0.393
N (-3.45, -4.53, 3.58)  0.237
N (-3.06, -2.39, 2.80)  0.215
C (-2.44, -1.65, 1.94)  -0.266
N (-1.68, -2.08, 0.90)  0.036
C (-2.54, -0.20, 2.04)  -0.179
C (-3.52, 0.41, 2.82)  0.049
C (-3.58, 1.80, 2.85)  0.018
C (-2.60, 2.51, 2.17)  0.008
C (-1.66, 1.82, 1.42)  -0.125
N (-1.65, 0.49, 1.30)  -0.037
H (-1.55, -4.96, -0.52)  0.139
H (-1.36, -3.41, -1.24)  0.084
H (-3.40, -5.53, 3.44)  0.143
H (-3.97, -4.15, 4.36)  0.141
H (-4.22, -0.21, 3.36)  0.131
H (-4.36, 2.31, 3.38)  0.134
H (-2.57, 3.59, 2.21)  0.129
H (-0.89, 2.35, 0.87)  0.114
Se (0.91, 5.71, -4.67)  1.283
N (1.96, 4.50, -3.96)  -0.224
C (1.23, 3.61, -3.32)  -0.325
C (1.76, 2.46, -2.65)  -0.054
C (3.11, 2.11, -2.64)  0.067
C (3.49, 0.97, -1.98)  0.006
C (2.53, 0.19, -1.33)  -0.145
N (1.23, 0.50, -1.32)  -0.012
C (0.84, 1.62, -1.97)  -0.122
C (-0.56, 1.89, -1.96)  -0.127
N (-1.34, 1.03, -1.28)  -0.041
C (-2.66, 1.19, -1.35)  -0.089
C (-3.26, 2.22, -2.05)  0.031
C (-2.48, 3.14, -2.72)  0.078
C (-1.09, 2.98, -2.68)  -0.050
C (-0.18, 3.86, -3.35)  -0.322
N (-0.52, 4.94, -4.03)  -0.221
H (3.82, 2.74, -3.16)  0.140
H (4.53, 0.66, -1.94)  0.130
H (2.83, -0.71, -0.82)  0.109
H (-3.27, 0.45, -0.83)  0.133
H (-4.34, 2.29, -2.07)  0.133
H (-2.91, 3.97, -3.27)  0.141
C (2.81, 3.69, 1.83)  -0.118
C (2.03, 2.57, 2.50)  -0.331
S (2.29, 0.99, 1.58)  1.048
O (0.88, 0.49, 1.25)  -0.675
C (2.82, -0.12, 2.95)  -0.342
C (1.67, -0.48, 3.87)  -0.109
H (2.67, 4.62, 2.38)  0.096
H (2.49, 3.84, 0.81)  0.071
H (3.88, 3.47, 1.84)  0.084
H (0.96, 2.76, 2.48)  0.084
H (2.35, 2.43, 3.53)  0.097
H (3.63, 0.38, 3.48)  0.106
H (3.23, -1.01, 2.46)  0.076
H (1.31, 0.40, 4.40)  0.085
H (2.01, -1.21, 4.60)  0.097
H (0.84, -0.92, 3.29)  0.055

- 2S+1 = 3
- energy above the lowest of the compared OMol25 structures with the same formula, charge and spin (kcal/mol) = 0.0
- Kohn-Sham gap (spin up / spin down) (Ha) = 0.264 / 0.237
- largest force on an atom (eV/A) = 1.76
- highest occupied orbital energy (spin up / spin down) (eV) = -16.11 / -16.12
- E (Ha) = -5043.786011
- E_LUMO (spin up / spin down) (eV) = -8.9 / -9.7
- charge = +3

3.
Density functional theory data (ωB97M-V/def2-TZVPD) for C3H5N3O in the gas phase.

Each line ends with the Löwdin charge.
Geometry (Å):
N (0.80, 1.53, -0.06)  0.179
C (0.58, 0.09, -0.09)  -0.308
C (1.73, -0.65, -0.29)  -0.101
O (1.28, -1.92, -0.21)  -0.141
N (-0.09, -2.01, 0.03)  0.076
C (-0.52, -0.78, 0.11)  -0.413
N (-1.87, -0.52, 0.44)  0.088
H (0.36, 2.08, -0.81)  0.159
H (0.60, 1.99, 0.84)  0.162
H (1.82, 1.52, -0.22)  0.136
H (-2.34, 0.06, -0.24)  0.077
H (-2.35, -1.41, 0.49)  0.086

- 2S+1 = 1
- energy above the lowest of the compared OMol25 structures with the same formula, charge and spin (kcal/mol) = 114.7
- Kohn-Sham gap (Ha) = 0.290
- largest force on an atom (eV/A) = 0.48
- highest occupied orbital energy (eV) = -8.10
- E (Ha) = -356.674517
- E_LUMO (eV) = -0.2

What did the first record say?
Density functional theory data (ωB97M-V/def2-TZVPD) for C26H20Cl2N3O6Pb as an isolated structure.

Each line ends with the Löwdin charge.
Geometry (Å):
Pb (-0.52, -1.05, -0.51)  1.596
C (2.38, -0.71, -3.00)  0.001
O (2.28, -0.49, -1.57)  -0.126
C (3.19, 0.25, -0.96)  -0.200
C (4.23, 0.92, -1.60)  0.021
C (5.11, 1.68, -0.86)  -0.004
C (5.00, 1.82, 0.53)  -0.044
C (4.00, 1.18, 1.19)  0.027
C (3.08, 0.38, 0.46)  -0.159
N (2.05, -0.29, 1.03)  0.146
N (1.88, -0.36, 2.25)  0.172
C (0.93, -0.05, 3.04)  -0.068
C (-0.07, 0.93, 2.43)  -0.312
O (0.13, 1.31, 1.29)  0.056
C (-1.17, 1.34, 3.28)  0.018
C (-1.26, 0.86, 4.53)  0.038
C (-0.31, -0.07, 5.13)  -0.170
C (-0.49, -0.52, 6.43)  -0.008
C (0.41, -1.40, 7.00)  -0.042
C (1.51, -1.84, 6.28)  -0.053
C (1.70, -1.41, 4.98)  -0.016
C (0.80, -0.53, 4.40)  -0.135
H (2.31, 0.23, -3.53)  0.111
H (3.31, -1.22, -3.23)  0.113
H (1.53, -1.35, -3.25)  0.089
H (4.36, 0.84, -2.67)  0.120
H (5.92, 2.19, -1.38)  0.127
H (5.72, 2.43, 1.07)  0.120
H (3.89, 1.24, 2.26)  0.127
H (-1.90, 2.02, 2.87)  0.133
H (-2.10, 1.17, 5.15)  0.136
H (-1.35, -0.17, 7.00)  0.126
H (0.26, -1.75, 8.02)  0.119
H (2.21, -2.53, 6.73)  0.118
H (2.56, -1.75, 4.41)  0.124
N (-0.77, 1.14, -1.69)  -0.055
C (-1.46, 0.85, -2.97)  -0.142
C (-1.05, -0.53, -3.52)  -0.676
O (-0.77, -0.64, -4.70)  0.067
O (-1.03, -1.48, -2.64)  -0.268
H (-1.36, 1.71, -1.08)  0.080
H (0.08, 1.66, -1.85)  0.096
H (-1.25, 1.61, -3.72)  0.123
H (-2.53, 0.82, -2.79)  0.125
Cl (-6.24, -2.00, 4.81)  0.684
C (-4.78, -1.88, 3.89)  -0.671
C (-3.63, -2.56, 4.35)  -0.106
C (-2.45, -2.47, 3.67)  -0.562
Cl (-1.07, -3.36, 4.21)  0.768
C (-2.31, -1.69, 2.47)  -0.402
O (-1.18, -1.55, 1.90)  -0.241
C (-3.52, -1.08, 2.00)  -0.128
C (-3.59, -0.36, 0.76)  -0.158
O (-2.70, -0.17, -0.09)  -0.146
C (-4.72, -1.18, 2.73)  -0.061
H (-3.69, -3.16, 5.25)  0.113
H (-4.58, 0.07, 0.54)  0.140
H (-5.61, -0.69, 2.35)  0.119

- 2S+1 = 1
- energy above the lowest of the compared OMol25 structures with the same formula, charge and spin (kcal/mol) = 6.0
- Kohn-Sham gap (Ha) = 0.175
- largest force on an atom (eV/A) = 0.23
- highest occupied orbital energy (eV) = -10.36
- E (Ha) = -2731.483603
- E_LUMO (eV) = -5.6
- charge = +1

What did the first record say?
Density functional theory data (ωB97M-V/def2-TZVPD) for C26H20Cl2N3O6Pb as an isolated structure.

Each line ends with the Löwdin charge.
Geometry (Å):
Pb (-0.52, -1.05, -0.51)  1.596
C (2.38, -0.71, -3.00)  0.001
O (2.28, -0.49, -1.57)  -0.126
C (3.19, 0.25, -0.96)  -0.200
C (4.23, 0.92, -1.60)  0.021
C (5.11, 1.68, -0.86)  -0.004
C (5.00, 1.82, 0.53)  -0.044
C (4.00, 1.18, 1.19)  0.027
C (3.08, 0.38, 0.46)  -0.159
N (2.05, -0.29, 1.03)  0.146
N (1.88, -0.36, 2.25)  0.172
C (0.93, -0.05, 3.04)  -0.068
C (-0.07, 0.93, 2.43)  -0.312
O (0.13, 1.31, 1.29)  0.056
C (-1.17, 1.34, 3.28)  0.018
C (-1.26, 0.86, 4.53)  0.038
C (-0.31, -0.07, 5.13)  -0.170
C (-0.49, -0.52, 6.43)  -0.008
C (0.41, -1.40, 7.00)  -0.042
C (1.51, -1.84, 6.28)  -0.053
C (1.70, -1.41, 4.98)  -0.016
C (0.80, -0.53, 4.40)  -0.135
H (2.31, 0.23, -3.53)  0.111
H (3.31, -1.22, -3.23)  0.113
H (1.53, -1.35, -3.25)  0.089
H (4.36, 0.84, -2.67)  0.120
H (5.92, 2.19, -1.38)  0.127
H (5.72, 2.43, 1.07)  0.120
H (3.89, 1.24, 2.26)  0.127
H (-1.90, 2.02, 2.87)  0.133
H (-2.10, 1.17, 5.15)  0.136
H (-1.35, -0.17, 7.00)  0.126
H (0.26, -1.75, 8.02)  0.119
H (2.21, -2.53, 6.73)  0.118
H (2.56, -1.75, 4.41)  0.124
N (-0.77, 1.14, -1.69)  -0.055
C (-1.46, 0.85, -2.97)  -0.142
C (-1.05, -0.53, -3.52)  -0.676
O (-0.77, -0.64, -4.70)  0.067
O (-1.03, -1.48, -2.64)  -0.268
H (-1.36, 1.71, -1.08)  0.080
H (0.08, 1.66, -1.85)  0.096
H (-1.25, 1.61, -3.72)  0.123
H (-2.53, 0.82, -2.79)  0.125
Cl (-6.24, -2.00, 4.81)  0.684
C (-4.78, -1.88, 3.89)  -0.671
C (-3.63, -2.56, 4.35)  -0.106
C (-2.45, -2.47, 3.67)  -0.562
Cl (-1.07, -3.36, 4.21)  0.768
C (-2.31, -1.69, 2.47)  -0.402
O (-1.18, -1.55, 1.90)  -0.241
C (-3.52, -1.08, 2.00)  -0.128
C (-3.59, -0.36, 0.76)  -0.158
O (-2.70, -0.17, -0.09)  -0.146
C (-4.72, -1.18, 2.73)  -0.061
H (-3.69, -3.16, 5.25)  0.113
H (-4.58, 0.07, 0.54)  0.140
H (-5.61, -0.69, 2.35)  0.119

- 2S+1 = 1
- energy above the lowest of the compared OMol25 structures with the same formula, charge and spin (kcal/mol) = 6.0
- Kohn-Sham gap (Ha) = 0.175
- largest force on an atom (eV/A) = 0.23
- highest occupied orbital energy (eV) = -10.36
- E (Ha) = -2731.483603
- E_LUMO (eV) = -5.6
- charge = +1

What is the formula in the third record? C3H5N3O

Look up the 2S+1 of the first one. 1